100
Properties=species:S:1:pos:R:3:mulliken_charge:R:1 method="wB97M-V/def2-TZVPD" largest_force_ev_per_a=2.87 gap_ev=9.31 lumo_ev=0.31 total_energy_ha=-4689.07786 homo_energy_ev=-9.00 molar_mass_da=901.1 total_charge=0
O 0.06045 3.31484 -2.61128 -0.777
F -4.38807 -7.39692 -1.99340 -0.229
C 1.29877 2.28491 0.14815 -0.053
C 6.63746 4.88162 2.17067 -0.828
H -4.75899 2.60534 -0.44775 0.401
C 3.41259 -0.25882 1.56453 -0.920
O -2.09933 2.74065 -1.92698 -0.718
H 1.36190 1.59558 0.98670 0.060
H -0.59890 -8.13855 -5.78369 0.302
H 1.34756 0.23742 -2.68193 0.376
C -0.71078 5.24809 0.36738 0.881
C -4.03645 -8.37361 -2.85210 0.855
H -2.81457 0.74571 1.42622 0.616
H 2.45638 -1.26196 0.06301 0.378
O -4.40383 -3.75476 2.79957 -0.516
H 2.12140 3.87938 1.43430 0.986
O -0.43480 1.01342 -2.04453 -0.445
H -0.61669 1.50465 1.80791 0.939
H -6.67370 1.83706 -1.01377 0.320
C 7.60970 4.14526 1.27823 -0.195
H 0.97871 -8.25303 -4.98037 0.370
O 5.83792 2.22641 0.66642 -0.493
O -2.61799 -5.10160 2.55548 -0.326
H -2.89461 -7.09619 2.29221 0.341
H 8.59813 4.59450 1.34682 0.346
C 2.28668 3.40204 0.47522 -1.505
F 7.52085 0.51264 3.08342 -0.273
H 3.64261 -1.15117 2.12147 0.342
N -6.42326 0.86581 -1.14658 -0.604
C 1.85021 1.50425 -1.05410 0.372
C -0.98033 1.58204 0.79313 -2.644
O -2.01556 -7.47250 -3.62614 -0.301
H 6.94081 4.80787 3.21613 0.316
H -3.35112 2.95381 2.14232 0.305
H -0.31234 -9.39686 -4.59232 0.321
H -6.03509 1.32379 1.69309 0.283
C 6.80288 1.94342 1.31801 0.335
C -2.50199 1.51812 0.72753 -1.126
F -2.71639 -1.69293 3.33437 -0.231
C 7.12555 0.52039 1.79982 0.832
H -4.34746 -6.24548 2.78710 0.322
Cl 4.17182 6.55961 -0.00376 -0.224
H 0.79012 -0.37805 -1.17113 0.453
F -4.57798 -8.08095 -4.04555 -0.243
H -2.85076 1.15187 -0.23322 0.327
C -2.19476 -2.92311 3.31350 0.967
H 2.16960 5.92313 1.05406 0.334
O -1.87458 -9.36274 -2.41215 -0.506
C -3.31153 2.76354 1.07146 -0.005
H -5.81956 0.78814 -1.95691 0.275
F -1.11442 -2.89368 2.51063 -0.264
C -0.09663 -8.35829 -4.84103 -1.115
C -2.50736 -8.49244 -2.93354 0.358
C -3.47232 -6.18656 2.14109 -0.340
H 7.30447 4.18691 0.23310 0.270
O 7.76103 2.77484 1.69912 -0.356
H 3.48457 4.39604 -0.99611 0.792
H 3.25308 2.91771 0.59498 0.331
H -2.97278 -5.97288 0.05738 0.281
H 2.17744 2.21150 -1.81284 0.194
N -5.26879 1.17901 1.04485 -0.182
C -0.93978 5.62172 -1.06243 -1.437
F 6.05906 -0.27808 1.69390 -0.160
H 1.81631 4.44955 -1.44249 0.324
H -0.11082 -7.64185 -2.79552 0.315
H -4.43973 -6.91892 0.36625 0.361
C 3.13284 0.69639 -0.71416 -0.980
F -4.59428 -9.50985 -2.42684 -0.247
C -4.77126 2.50300 0.63535 -1.221
Cl -0.85212 6.58046 1.47033 -0.188
C 2.47818 5.91746 0.01820 -0.750
H -1.77654 5.09712 -1.50357 0.242
H 3.40556 0.20532 -1.64727 0.641
C 0.89579 0.54182 -1.74126 -1.379
C 2.96023 -0.34711 0.34502 -0.080
H 1.89177 6.60015 -0.57649 0.306
H -0.06324 5.55967 -1.68494 0.300
H -1.22802 6.67037 -1.09330 0.549
H -5.10456 -1.13237 0.89157 0.260
C -0.43782 4.02590 0.77083 -0.768
H 3.56875 0.70344 2.03434 0.192
H -5.41302 3.31090 0.98586 0.427
H -3.02120 3.65411 0.52620 -0.005
H -0.63082 0.65380 0.34071 0.496
H 3.95984 1.36003 -0.49703 0.276
C 2.48497 4.50230 -0.58878 -1.057
C -5.74284 0.34528 -0.02796 0.472
C -3.22736 -3.95992 2.84742 0.324
F -1.76016 -3.20618 4.55537 -0.277
C -0.23975 2.73420 0.01460 2.687
C -3.86180 -6.05467 0.68421 -0.976
H 6.58256 5.93242 1.89164 0.364
S -0.71420 2.54343 -1.69590 1.794
C -0.58214 -7.42394 -3.75330 -0.205
H 5.63869 4.45341 2.09273 0.051
H -4.45974 -5.15915 0.51567 0.334
N -5.59150 -0.88918 0.03228 -0.675
H -0.34000 -6.39472 -4.00986 0.320
F 8.11658 -0.01156 1.06136 -0.274
Cl -0.29739 3.86697 2.52906 -0.122

=====

89
Properties=species:S:1:pos:R:3:mulliken_charge:R:1 method="wB97M-V/def2-TZVPD" largest_force_ev_per_a=1.19 gap_ev="3.14 / 6.01" s_squared=6.071 lumo_ev="1.53 / 1.53" total_energy_ha=-3607.22970 homo_energy_ev="-1.62 / -4.48" molar_mass_da=681.9 total_charge=-1 multiplicity=5
H -3.32868 4.13159 -4.40228 0.384
O 0.28905 -1.36722 -3.33159 -0.923
C -2.15648 4.12287 0.92466 0.000
C 0.61873 -3.24600 3.11880 -2.085
C -1.56687 3.86095 -3.24408 -0.564
H -3.25912 -3.80808 2.08909 0.338
C 3.89514 -1.01169 -2.52681 -1.272
N 2.25395 1.38192 -2.11692 -0.118
H 4.04226 -2.26340 -0.75371 0.840
H -2.87330 -4.72855 0.63000 0.492
H 1.44965 -2.54730 0.63504 0.313
H 1.89602 -0.96181 3.90611 0.489
H -3.36228 1.01116 -1.44481 0.379
H 2.78077 2.16821 -2.46027 0.229
N 2.17304 -2.67418 -1.62052 0.975
H 4.64376 -1.65473 -2.99700 0.432
N -0.97678 3.15410 -2.26203 0.937
C -3.51962 2.50849 -2.98499 -0.477
C 2.25856 -3.61467 -2.54197 0.592
H -2.28019 -2.56629 3.93096 0.296
C -2.37009 -1.59021 3.44711 -1.527
H -0.17412 -3.70446 -0.03544 0.325
C 3.26740 -1.73414 -1.31415 0.415
C 0.86810 -0.80087 3.55895 -2.053
C -1.76507 5.52395 3.26872 -0.748
H 1.29824 -4.51751 -4.04477 0.304
C 1.22740 3.03807 1.79605 0.313
H -3.41915 -1.43751 3.18196 0.306
H 3.39302 -5.14886 -3.17821 0.280
O 0.09950 -0.08880 -1.54739 1.623
H 2.47339 -1.33252 -4.16025 0.231
H 0.66646 5.12417 4.40732 0.318
H -1.59412 6.06467 4.19428 0.328
H 0.45862 -3.24089 -3.25184 0.278
H -3.97351 -1.77864 0.69748 0.361
H 0.20794 -0.86334 4.42644 0.441
C -2.00743 -2.73868 0.65628 2.806
H -2.93758 -1.24441 -0.61911 0.061
H -2.10000 -0.81732 4.16696 0.329
H -0.03499 -3.35707 3.98733 0.356
O 0.25242 3.40795 -1.87601 -0.669
C 0.51140 -1.84924 2.49402 2.987
H -0.58499 -2.20898 -0.90736 0.331
C -2.96725 5.65981 2.59385 -0.563
C -2.47011 -4.01909 1.36467 -1.961
H 1.64855 -3.42034 3.45532 0.461
C -0.73832 4.69863 2.79518 1.036
C 2.19851 2.01758 1.34839 0.202
Cr -0.06077 1.58426 -0.30823 -0.475
H -0.96496 4.64449 -3.67952 0.497
H 1.45253 0.99377 -3.96083 0.594
C -2.85577 3.55241 -3.62104 -0.693
C 0.63637 -0.38156 -2.62645 -0.560
C -3.22668 -2.11294 -0.02773 -1.875
C -0.99630 -3.10652 -0.43548 -2.310
H 4.13232 -4.13919 -2.05136 0.245
C 1.47115 3.74677 2.96024 -0.975
H 2.43430 3.59781 3.43010 0.493
H 1.44694 -0.77653 0.83372 -1.020
C -0.93301 3.96084 1.58831 0.127
C 2.94702 -0.50554 -3.62501 -0.970
C -1.57865 2.15054 -1.58541 0.193
H -3.74640 6.30537 2.98139 0.363
N 3.44874 -4.22201 -2.78809 -0.449
C 0.50838 4.57641 3.48632 -1.148
S -1.52610 0.50249 1.22283 -1.105
N 1.15979 -4.00225 -3.19035 -0.337
O 3.36705 1.98798 1.73013 -0.818
H 2.55824 -1.77445 1.77979 0.687
H 0.80440 0.21272 3.15537 0.254
H 2.64246 1.02445 -1.25474 -0.136
C 1.84479 0.43111 -3.10683 0.033
C -2.86898 1.81675 -1.97453 -0.491
H 2.82809 -1.01116 -0.62042 -0.949
Si -1.27723 -1.45807 1.91349 0.700
H -4.08467 5.03885 0.86394 0.432
H 1.25193 -2.24087 -1.61662 -1.521
H -1.48816 -3.70347 -1.21619 0.541
N 0.04304 3.12518 1.08959 0.749
C 1.54554 -1.73173 1.35737 -1.227
H -4.53237 2.25176 -3.26920 0.437
H -1.65868 -4.51920 1.89640 0.317
C -3.15424 4.95174 1.41325 -0.981
H -2.33139 3.57321 0.01466 0.324
O 1.68723 1.13903 0.52831 0.231
H -3.69743 -2.85433 -0.68753 0.496
H 0.36814 -4.03413 2.40511 0.342
H 4.43164 -0.15956 -2.10272 0.604
H 3.55988 0.02830 -4.35552 0.551